No. 1
{
  "formula": "C30H52IN2O11",
  "method": "ωB97M-V with the def2-TZVPD basis set",
  "mol_weight_da": 743.65,
  "e_tot_ha": -2408.77258,
  "charge": 1,
  "elements": ["C", "C", "I", "C", "C", "C", "C", "C", "N", "C", "C", "O", "C", "N", "H", "H", "H", "H", "H", "H", "H", "H", "H", "H", "H", "H", "H", "H", "H", "H", "H", "H", "H", "H", "H", "H", "O", "C", "O", "C", "C", "C", "H", "H", "H", "H", "H", "H", "O", "C", "O", "C", "C", "C", "H", "H", "H", "H", "H", "H", "O", "C", "O", "C", "C", "C", "H", "H", "H", "H", "H", "H", "O", "C", "O", "C", "C", "C", "H", "H", "H", "H", "H", "H", "O", "C", "O", "C", "C", "C", "H", "H", "H", "H", "H", "H"],
  "coordinates": [[-3.23412, 1.09399, -3.37891], [-2.28394, -0.06172, -2.69401], [-0.14567, 0.48679, -3.02165], [-2.49368, -1.48391, -3.48200], [-3.02788, -2.72381, -2.55227], [-2.62847, -4.06139, -3.47392], [-1.98384, -5.18666, -2.41746], [-2.67897, -4.54694, -1.03903], [-2.31521, -3.06361, -1.25429], [-0.85895, -2.68843, -1.07247], [-0.06348, -3.54388, 0.08133], [-0.58015, -3.36951, 1.44922], [1.53204, -3.04944, 0.11958], [2.08775, -3.44114, -1.26482], [-3.18487, 2.12609, -2.78212], [-2.88298, 1.27046, -4.48699], [-4.37551, 0.80626, -3.40870], [-2.51371, -0.11856, -1.52532], [-1.52133, -1.76228, -4.10565], [-3.34368, -1.28984, -4.29726], [-4.21394, -2.75210, -2.57223], [-1.99017, -3.87100, -4.44686], [-3.68593, -4.39767, -3.89127], [-2.16813, -6.32035, -2.64010], [-0.81691, -5.09855, -2.52987], [-2.41875, -5.03748, -0.00943], [-3.83367, -4.70428, -1.29695], [-2.94462, -2.58343, -0.54443], [-0.84205, -1.53276, -0.77482], [-0.34395, -2.78518, -2.14493], [-0.03552, -4.71861, -0.12808], [-1.57814, -3.27960, 1.46952], [2.13092, -3.63654, 0.94581], [1.62724, -1.87546, 0.24059], [1.45880, -4.21619, -1.63368], [1.93673, -2.62479, -1.90067], [-6.46449, -0.48044, -0.77563], [-6.09801, 0.65351, -0.51482], [-5.15730, 1.34129, -1.22632], [-4.89814, 2.58610, -0.57897], [-6.11864, 2.85963, 0.26036], [-6.57116, 1.47418, 0.64656], [-3.99170, 2.48279, 0.02673], [-4.73608, 3.36529, -1.32946], [-5.91570, 3.50825, 1.11666], [-6.89051, 3.34038, -0.35291], [-6.07692, 1.12363, 1.55686], [-7.65738, 1.42127, 0.75024], [-4.75665, 4.60542, 1.90996], [-4.49382, 5.79647, 1.88770], [-3.27463, 6.32185, 2.20668], [-3.35652, 7.74603, 2.17840], [-4.53851, 8.05908, 1.29873], [-5.45965, 6.89345, 1.55606], [-3.49306, 8.10848, 3.20269], [-2.42757, 8.16088, 1.77647], [-4.99097, 9.03045, 1.51523], [-4.22879, 8.05698, 0.24655], [-6.10907, 7.07053, 2.41787], [-6.04948, 6.64517, 0.67070], [8.09901, -0.36173, -0.43620], [6.99411, -0.81411, -0.18571], [5.85739, -0.49284, -0.87043], [4.73941, -1.11734, -0.24123], [5.31450, -2.27207, 0.53645], [6.67484, -1.75758, 0.93415], [4.24819, -0.38355, 0.40640], [4.02764, -1.45170, -1.00162], [4.69415, -2.57065, 1.38566], [5.42896, -3.14213, -0.12151], [6.63990, -1.19866, 1.87341], [7.40840, -2.56512, 0.99064], [7.92320, 6.23814, -0.24437], [7.93693, 5.11737, -0.72590], [8.98129, 4.24482, -0.61550], [8.70037, 3.07817, -1.38736], [7.20159, 3.05024, -1.53493], [6.84448, 4.51496, -1.55645], [9.21149, 3.16598, -2.35184], [9.07566, 2.19235, -0.86667], [6.86636, 2.50504, -2.42123], [6.75094, 2.57534, -0.65493], [6.89286, 4.93081, -2.56667], [5.86417, 4.69549, -1.10946], [3.31351, -3.58186, 3.21359], [2.38610, -3.75944, 3.98596], [2.03184, -4.97499, 4.49697], [0.84331, -4.82849, 5.27268], [0.79516, -3.37246, 5.65552], [1.44677, -2.69870, 4.47448], [-0.01340, -5.12544, 4.65866], [0.89315, -5.47966, 6.15025], [-0.21734, -3.01432, 5.85984], [1.40119, -3.20490, 6.55422], [0.72395, -2.47074, 3.68620], [1.98940, -1.79937, 4.77475]]
}



No. 2
{
  "formula": "C30H52N5O8S2",
  "method": "ωB97M-V with the def2-TZVPD basis set",
  "mol_weight_da": 674.91,
  "e_tot_ha": -2846.41783,
  "charge": -1,
  "elements": ["C", "C", "C", "O", "C", "O", "C", "S", "C", "C", "C", "C", "C", "N", "N", "C", "C", "C", "C", "O", "C", "O", "C", "O", "O", "O", "C", "O", "C", "S", "H", "H", "H", "H", "H", "H", "H", "H", "H", "H", "H", "H", "H", "H", "H", "H", "H", "H", "H", "H", "H", "H", "H", "H", "H", "H", "H", "H", "H", "H", "H", "C", "C", "C", "C", "N", "H", "H", "H", "H", "H", "H", "H", "C", "C", "C", "C", "N", "H", "H", "H", "H", "H", "H", "H", "C", "C", "C", "C", "N", "H", "H", "H", "H", "H", "H", "H"],
  "coordinates": [[-3.35573, 3.87584, -0.84180], [-2.14958, 3.52939, -1.68898], [-2.42440, 2.66152, -2.91965], [-3.57435, 1.82942, -2.82755], [-3.32630, 0.58125, -2.25189], [-2.73288, -0.27549, -2.85790], [-3.90229, 0.47804, -0.86569], [-3.35160, -0.91693, 0.12431], [-2.38624, -0.12975, 1.47500], [-2.31496, -1.18280, 2.59903], [-1.03711, -1.15354, 3.41106], [-0.84261, 0.12153, 4.25926], [0.38284, 0.91909, 3.86548], [1.02558, 1.56236, 5.05511], [-1.10954, 0.44352, 1.11051], [-0.38575, -0.18017, 0.00837], [-0.01090, -1.64103, 0.20469], [0.35466, -2.22712, -1.18126], [1.77426, -2.74078, -1.27086], [2.74796, -1.67608, -1.29739], [3.06866, -1.26037, -2.52607], [2.32417, -1.19632, -3.47491], [-3.24817, 1.08533, 2.01989], [-2.62293, 2.03645, 2.54559], [-4.46855, 1.00884, 1.87200], [-1.13067, 2.93616, -0.85276], [0.11774, 3.23661, -1.29433], [0.73382, 2.49834, -2.02274], [0.73030, 4.53257, -0.83767], [1.05082, 4.55838, 0.95247], [-4.29125, 3.62521, -1.32127], [-3.31044, 3.34781, 0.10310], [-3.36939, 4.92952, -0.60044], [-1.73827, 4.46855, -2.05587], [-2.58694, 3.32794, -3.75533], [-1.55586, 2.04705, -3.12477], [-4.97846, 0.39980, -0.93649], [-3.68968, 1.38861, -0.32652], [-2.41416, -2.17277, 2.14985], [-3.17238, -1.07174, 3.24665], [-1.09123, -1.99153, 4.10117], [-0.14793, -1.31350, 2.81928], [-0.64427, -0.18457, 5.28212], [-1.72263, 0.75016, 4.28751], [1.13281, 0.25764, 3.44611], [0.14719, 1.64784, 3.09730], [0.70573, 2.52146, 5.09053], [2.01490, 1.60420, 4.85686], [-1.22410, 1.41840, 0.87749], [-0.85979, -0.03369, -0.95733], [0.56436, 0.34856, -0.06809], [0.86441, -1.70850, 0.83538], [-0.83560, -2.22979, 0.57230], [-0.29136, -3.08127, -1.36750], [0.17390, -1.52331, -1.98074], [1.96171, -3.38883, -0.42263], [1.85985, -3.35827, -2.15686], [4.12456, -0.98979, -2.63012], [1.68172, 4.62156, -1.33172], [0.14483, 5.40596, -1.08343], [1.78514, 3.44868, 1.12676], [2.57115, -8.71209, 1.09790], [3.12551, -7.51989, 0.32539], [2.94563, -6.19535, 1.07459], [1.52432, -5.92655, 1.30651], [0.40726, -5.73094, 1.48701], [1.49596, -8.61851, 1.25433], [2.74179, -9.63665, 0.54552], [3.05174, -8.80868, 2.07420], [2.63099, -7.45737, -0.64436], [4.18943, -7.67783, 0.13537], [3.36497, -5.37180, 0.49626], [3.45614, -6.22402, 2.03835], [0.82958, -5.73648, -6.22469], [-0.53406, -5.92531, -5.56927], [-0.62532, -5.27358, -4.18551], [0.35741, -5.85240, -3.26817], [1.12783, -6.29952, -2.54874], [1.62074, -6.20922, -5.64115], [0.84176, -6.18691, -7.21766], [1.06993, -4.67728, -6.33102], [-0.74959, -6.99236, -5.48521], [-1.30486, -5.49249, -6.20878], [-1.61759, -5.41671, -3.75872], [-0.44320, -4.19973, -4.25366], [2.12568, 10.18936, 3.41324], [0.87150, 9.52792, 2.85278], [1.14336, 8.14465, 2.25149], [2.09597, 8.24030, 1.14036], [2.84403, 8.34904, 0.27574], [2.86588, 10.36574, 2.63189], [1.88238, 11.15485, 3.85755], [2.58472, 9.56879, 4.18499], [0.43170, 10.17590, 2.09229], [0.13288, 9.42218, 3.64904], [0.21838, 7.70416, 1.88105], [1.55233, 7.47316, 3.00648]]
}



No. 3
{
  "formula": "C30H52O20S",
  "method": "ωB97M-V with the def2-TZVPD basis set",
  "mol_weight_da": 764.79,
  "e_tot_ha": -3077.22965,
  "charge": 0,
  "elements": ["C", "C", "C", "O", "O", "S", "O", "O", "C", "C", "C", "C", "C", "O", "C", "C", "H", "H", "H", "H", "H", "H", "H", "H", "H", "H", "H", "H", "H", "H", "H", "H", "H", "H", "H", "H", "H", "H", "C", "C", "C", "O", "C", "O", "O", "H", "H", "H", "H", "H", "H", "C", "C", "C", "O", "C", "O", "O", "H", "H", "H", "H", "H", "H", "C", "C", "C", "O", "C", "O", "O", "H", "H", "H", "H", "H", "H", "C", "C", "C", "O", "C", "O", "O", "H", "H", "H", "H", "H", "H", "C", "C", "C", "O", "C", "O", "O", "H", "H", "H", "H", "H", "H"],
  "coordinates": [[-4.39277, -0.29212, -1.93309], [-3.06424, -0.24917, -2.76755], [-1.91177, -0.47695, -1.75819], [-0.77890, -1.06902, -2.43900], [0.26672, -1.22133, -1.49890], [0.92930, -2.74218, -1.92110], [2.07420, -2.38449, -2.79981], [1.49846, -3.37864, -0.49979], [2.59334, -2.62778, 0.06867], [3.30070, -3.59332, 1.09037], [3.72790, -2.89193, 2.41516], [4.34550, -1.47345, 2.24196], [5.55852, -1.39683, 1.28084], [6.61108, -2.28017, 1.63988], [6.97876, -3.15061, 0.57599], [7.72422, -4.36664, 1.24100], [-4.86694, -1.28024, -2.00845], [-5.08383, 0.50899, -2.23827], [-4.14554, -0.13041, -0.86494], [-2.91974, 0.75182, -3.18803], [-3.06577, -0.95755, -3.61221], [-1.54487, 0.46342, -1.30752], [-2.24164, -1.18844, -0.97145], [2.23415, -1.70462, 0.56100], [3.36177, -2.36348, -0.67911], [4.13426, -4.08141, 0.55386], [2.58145, -4.39944, 1.33838], [4.41054, -3.57185, 2.95241], [2.79954, -2.75463, 3.00650], [3.59426, -0.70019, 1.98792], [4.72408, -1.17772, 3.24531], [5.95978, -0.36069, 1.35083], [5.24718, -1.52744, 0.22606], [7.59216, -2.65416, -0.20111], [6.07574, -3.53242, 0.05176], [7.41341, -5.27048, 0.69837], [7.45250, -4.36545, 2.30679], [8.80804, -4.17694, 1.15038], [-0.83075, 4.18149, -5.49692], [-1.88692, 4.30652, -4.42206], [-1.48489, 5.17800, -3.26711], [-2.26362, 4.63289, -2.19738], [-2.48319, 3.32905, -2.49293], [-2.93974, 2.53837, -1.72827], [-2.11655, 3.04753, -3.76517], [-1.12942, 3.44000, -6.23902], [-0.67162, 5.13626, -5.99887], [0.11927, 3.84165, -5.07743], [-2.82544, 4.62951, -4.85586], [-1.72588, 6.22734, -3.42647], [-0.42584, 5.08740, -3.00620], [-6.88903, 4.61908, -0.33882], [-6.12440, 5.64641, -1.14044], [-6.98188, 6.50806, -2.02626], [-6.06765, 6.86548, -3.07073], [-5.15696, 5.86681, -3.15329], [-4.36483, 5.74499, -4.03552], [-5.26270, 5.02175, -2.10299], [-6.20023, 3.95078, 0.17907], [-7.53152, 5.09959, 0.39940], [-7.50509, 3.99589, -0.99047], [-5.50105, 6.25270, -0.47523], [-7.35744, 7.39502, -1.51903], [-7.82111, 5.96721, -2.47180], [-2.71458, 2.93299, 1.50186], [-3.08289, 4.28682, 2.06057], [-2.45383, 4.60451, 3.38928], [-3.39848, 5.51827, 3.95747], [-4.60965, 5.21983, 3.42124], [-5.64256, 5.65622, 3.80889], [-4.47993, 4.35548, 2.38252], [-3.30067, 2.72184, 0.60836], [-1.65602, 2.89164, 1.24294], [-2.93200, 2.13819, 2.21934], [-2.87056, 5.06646, 1.32125], [-1.47413, 5.07001, 3.29317], [-2.37476, 3.73476, 4.04731], [9.66428, -3.03185, 5.80543], [8.19307, -2.69869, 5.71660], [7.51779, -2.51719, 7.04915], [6.16399, -2.86786, 6.74867], [6.20372, -3.73937, 5.70827], [5.27762, -4.37259, 5.32469], [7.44623, -3.78936, 5.16420], [10.05964, -3.27428, 4.81821], [10.23025, -2.19403, 6.21393], [9.82868, -3.90825, 6.43544], [8.04324, -1.82780, 5.07033], [7.58015, -1.49518, 7.41971], [7.88998, -3.20066, 7.81761], [-3.23361, -6.27229, -4.08883], [-3.60179, -4.92735, -3.50672], [-2.96217, -4.63285, -2.17832], [-3.90219, -3.73118, -1.58479], [-5.11722, -4.02375, -2.11741], [-6.14698, -3.59661, -1.71272], [-4.99464, -4.86908, -3.17278], [-3.82543, -6.47538, -4.98225], [-2.17625, -6.30667, -4.35309], [-3.44576, -7.07534, -3.38033], [-3.39691, -4.13426, -4.23318], [-1.98362, -4.16317, -2.27520], [-2.87511, -5.51376, -1.53593]]
}